{"formula": "C4H12N2", "method": "ωB97M-V/def2-TZVPD", "elements": ["C", "C", "N", "H", "H", "H", "H", "H", "C", "N", "C", "H", "H", "H", "H", "H", "H", "H"], "coordinates": [[1.1107, 4.0196, -2.8771], [1.2378, 3.4683, -1.7113], [2.2166, 3.6348, -0.6890], [1.6560, 5.0388, -3.1381], [0.5774, 3.4158, -3.6143], [0.4904, 2.7178, -1.3850], [2.7301, 4.6136, -0.7271], [3.0517, 3.0331, -0.5860], [-1.5068, -4.0773, 0.9365], [-1.1578, -2.6077, 0.7545], [-0.9871, -2.1194, 2.1163], [-1.9043, -4.5427, 0.0378], [-2.3300, -4.0652, 1.6878], [-0.6565, -4.6576, 1.3712], [-2.0198, -2.1264, 0.4006], [-0.2024, -2.6098, 2.5874], [-0.5486, -1.0694, 2.0557], [-1.7576, -2.0662, 2.7801]], "relative_energy_ev": 3.031, "smiles": "C=CN.CNC"}


{"formula": "C7H37N3O8", "method": "ωB97M-V/def2-TZVPD", "elements": ["N", "H", "H", "H", "H", "N", "H", "H", "H", "H", "C", "O", "H", "H", "H", "C", "C", "O", "H", "H", "H", "H", "H", "O", "H", "H", "O", "H", "H", "O", "H", "H", "O", "H", "H", "O", "H", "H", "C", "C", "C", "O", "C", "N", "H", "H", "H", "H", "H", "H", "H", "H", "H", "H", "H"], "coordinates": [[1.3155, 0.3900, -0.4962], [2.0245, -0.0036, -1.0983], [1.6944, 1.2412, -0.1065], [1.1913, -0.3253, 0.2059], [0.4668, 0.5726, -1.0124], [1.5510, 0.7827, -7.2142], [2.2806, 0.4272, -6.6131], [1.4814, 0.1260, -7.9784], [1.5909, 1.7501, -7.5020], [0.7117, 0.6593, -6.6660], [5.7671, -3.4147, -3.8031], [5.1397, -2.1573, -3.7872], [6.8092, -3.3829, -4.1213], [5.7833, -3.8413, -2.8002], [5.3010, -4.2155, -4.3772], [-4.0612, -2.3513, -3.2815], [-4.3967, -0.8589, -3.2578], [-3.3276, -0.1601, -3.6695], [-4.9342, -2.8846, -2.9053], [-3.2636, -2.7218, -2.6375], [-3.9144, -2.5856, -4.3359], [-4.8218, -0.4782, -2.3291], [-5.1695, -0.7024, -4.0104], [0.6450, 5.2087, 4.2930], [0.8325, 5.5854, 5.1527], [1.5048, 4.9881, 3.9349], [-3.6220, 5.6732, -2.5960], [-3.4631, 4.8424, -3.0438], [-4.0849, 5.4292, -1.7945], [1.4217, 5.3557, -3.6478], [1.4247, 5.4930, -4.5951], [0.5388, 5.6021, -3.3723], [4.3034, 4.2768, 1.4818], [4.4890, 5.0574, 0.9599], [5.0103, 4.2452, 2.1263], [7.8347, 2.4207, -2.9796], [8.3260, 2.2718, -2.1717], [7.2356, 1.6763, -3.0367], [-1.5371, -4.1579, 5.9435], [-1.8133, -3.2791, 4.7218], [-3.1198, -2.4464, 4.8799], [-2.9926, -1.7373, 6.1144], [-4.0715, -0.8891, 6.3678], [-0.7025, -2.4301, 4.4220], [-0.6844, -4.8329, 5.8707], [-2.3587, -4.8434, 6.1515], [-1.4217, -3.6316, 6.8910], [-1.9049, -3.8729, 3.8123], [-3.9054, -3.2002, 4.9318], [-3.3725, -1.8570, 3.9985], [-4.3907, -0.3780, 5.4596], [-3.9257, -0.0700, 7.0720], [-4.8841, -1.5346, 6.7013], [-0.6409, -1.8110, 5.2176], [0.1100, -3.0201, 4.5309]]}


{"formula": "C32H36GeN2O5Pd", "method": "ωB97M-V/def2-TZVPD", "elements": ["Pd", "N", "C", "C", "N", "H", "H", "H", "H", "H", "H", "H", "H", "C", "O", "C", "C", "C", "C", "C", "C", "O", "C", "O", "C", "H", "H", "H", "H", "H", "H", "H", "H", "H", "O", "C", "O", "C", "C", "Ge", "C", "C", "C", "C", "C", "C", "C", "C", "C", "C", "C", "C", "C", "C", "C", "C", "C", "C", "H", "H", "H", "H", "H", "H", "H", "H", "H", "H", "H", "H", "H", "H", "H", "H", "H", "H", "H"], "coordinates": [[0.0272, 0.1399, -0.4122], [-0.9131, 0.4968, 1.5540], [-2.1128, -0.0950, 2.1108], [-3.1995, -0.4576, 1.0897], [-2.8491, -1.4391, 0.0751], [-0.0286, 0.1100, 1.8986], [-0.8708, 1.5016, 1.6212], [-2.5767, 0.5844, 2.8441], [-1.8367, -1.0037, 2.6575], [-3.5150, 0.4582, 0.5787], [-4.0700, -0.8243, 1.6497], [-1.9713, -1.1290, -0.3656], [-2.6148, -2.3170, 0.5302], [5.9773, -1.8684, 4.2660], [6.2891, -0.6489, 3.6411], [5.2476, 0.0038, 3.0114], [5.5882, 1.2350, 2.4229], [4.5959, 1.9225, 1.7625], [3.2621, 1.4957, 1.6685], [2.2826, 2.3449, 0.9834], [2.7494, 3.2848, -0.1296], [1.0814, 2.3383, 1.1980], [2.8926, 0.2231, 2.2764], [1.7652, -0.3162, 2.2372], [3.9748, -0.4862, 2.9375], [6.8934, -2.2134, 4.7452], [5.6422, -2.6197, 3.5443], [5.1960, -1.7462, 5.0226], [6.6015, 1.6076, 2.4945], [4.8687, 2.8727, 1.3214], [3.7894, 3.5984, -0.0890], [2.0926, 4.1538, -0.1389], [2.5972, 2.7420, -1.0664], [3.6939, -1.4419, 3.3578], [0.9004, -1.1578, -4.4781], [0.8208, -0.5136, -3.4080], [0.4359, -0.9620, -2.2947], [1.1380, 0.9903, -3.4563], [-0.1205, 1.7829, -3.0976], [-1.6319, 1.4475, -4.2962], [-2.8322, 3.0201, -4.2486], [-2.6352, 4.0621, -3.3435], [-3.4629, 5.1800, -3.3401], [-4.5081, 5.2751, -4.2477], [-4.7226, 4.2447, -5.1549], [-3.8914, 3.1327, -5.1512], [-2.7518, -0.1151, -3.9186], [-2.2563, -1.4158, -4.0364], [-3.0726, -2.5028, -3.7509], [-4.3840, -2.3135, -3.3398], [-4.8815, -1.0262, -3.2054], [-4.0685, 0.0623, -3.4917], [-1.0421, 1.3860, -6.1769], [-0.3839, 2.4906, -6.7176], [0.0528, 2.4957, -8.0356], [-0.1650, 1.3851, -8.8407], [-0.8157, 0.2767, -8.3170], [-1.2480, 0.2789, -6.9964], [1.5163, 1.2529, -4.4464], [1.9110, 1.1898, -2.7081], [0.0734, 2.8593, -3.0727], [-0.4471, 1.4484, -2.0893], [-1.8335, 3.9956, -2.6166], [-3.2917, 5.9745, -2.6229], [-5.1549, 6.1449, -4.2468], [-5.5388, 4.3087, -5.8659], [-4.0662, 2.3357, -5.8675], [-1.2206, -1.5861, -4.3158], [-2.6640, -3.5039, -3.8241], [-5.0076, -3.1661, -3.0963], [-5.8941, -0.8657, -2.8529], [-4.4656, 1.0631, -3.3641], [-0.2064, 3.3646, -6.0976], [0.5678, 3.3631, -8.4331], [0.1804, 1.3807, -9.8683], [-0.9754, -0.6002, -8.9339], [-1.7361, -0.6001, -6.5926]], "charge": -2, "relative_energy_ev": 1.228}


Short version: LUMO level = 1.09 -2.06 4.31 eV, in the order given.